No. 1
C48H72N7O6RbS as an isolated structure in a non-equilibrium geometry, computed with the ωB97M-V functional and the def2-TZVPD basis.

Properties
HOMO = -2.2362 eV
E_tot = -3127.8704 Ha

```
! wB97M-V def2-TZVPD RIJCOSX def2/J DEFGRID3
* xyz -2 1
Rb 14.8714 14.6566 12.8628
C 12.2087 15.1315 14.0743
C 13.1144 15.5108 15.1524
C 13.4916 16.7943 15.0418
C 13.1535 17.2191 13.7295
C 12.2286 16.2684 13.1280
C 11.3661 16.4291 11.9132
C 11.5475 15.2687 10.8705
C 11.9021 17.7116 11.3046
C 9.9225 16.4538 12.2201
C 14.6626 17.5232 15.6803
C 14.1904 17.8986 17.0580
C 15.9465 16.8153 15.7724
C 15.1384 18.7939 15.0408
C 12.9199 14.6068 16.4053
C 12.5049 13.2327 16.0811
C 14.1873 14.5148 17.2357
C 11.7322 15.1612 17.1515
H 11.2552 14.3902 14.0700
H 13.9476 17.7811 13.0727
H 12.5929 15.0597 10.1571
H 10.8708 15.3190 10.2266
H 11.2723 14.1612 11.3134
H 13.0424 17.5327 11.1467
H 11.5630 18.6017 12.0413
H 11.5160 18.0031 10.1341
H 9.7104 15.4286 13.0029
H 9.0416 16.2347 10.9561
H 9.5178 17.4747 12.7302
H 13.8199 16.8979 17.7085
H 13.2841 18.6705 16.9048
H 14.9828 18.5041 17.7896
H 16.0285 15.5702 16.4641
H 16.7993 17.5136 16.1466
H 16.3959 16.2543 14.7511
H 14.0773 19.7484 14.7341
H 15.4201 18.4841 13.9785
H 16.0681 19.3220 15.7036
H 13.4115 12.8230 15.4868
H 11.5156 13.2733 15.6343
H 12.3818 12.6336 16.9993
H 15.0553 14.1640 16.5430
H 14.1716 13.5329 17.9891
H 14.6181 15.5700 17.6134
H 10.5838 14.9825 16.3400
H 11.6482 16.3142 17.1431
H 11.6700 14.6088 18.4454
C 15.6721 13.1005 9.1551
N 16.0417 14.4622 8.9333
C 16.5991 14.6414 7.5942
C 15.1179 15.4042 9.2477
C 15.6575 16.9307 9.4840
C 15.6433 17.8135 8.4825
C 16.1141 19.0459 8.6834
C 16.5188 19.4011 10.0733
C 16.7419 18.3719 10.9214
C 16.2844 17.0177 10.7109
H 14.3639 12.7006 8.4920
H 15.4863 12.7963 10.3298
H 16.4706 12.2376 8.8293
H 15.9408 14.0346 6.9554
H 17.6436 14.1727 7.4826
H 16.7278 15.7499 7.4877
H 14.3555 15.3752 10.2889
H 14.4002 15.6212 8.2095
H 15.1533 17.6223 7.2777
H 16.1650 19.7874 7.8378
H 16.7963 20.5695 10.2645
H 17.4135 18.6654 11.9076
O 14.5859 11.4062 14.4821
N 15.7977 11.2285 14.0725
O 16.4584 10.2630 14.4762
O 16.2588 12.0565 13.2841
N 17.2448 9.5078 11.4588
C 16.5567 8.2367 11.4009
C 16.2734 7.7081 10.0576
O 15.3209 7.0553 9.6929
O 17.2694 8.0534 9.2142
H 16.5436 10.1680 11.0953
H 17.8272 8.7016 9.7519
H 17.9257 9.6787 12.2698
H 15.6576 8.0686 12.1101
H 17.4122 7.3652 12.1027
C 18.1417 13.6566 11.3039
N 18.1330 14.1841 12.6726
C 18.7048 15.5187 12.4665
N 20.0323 15.5449 12.0076
C 20.1292 14.8450 10.7659
N 19.4342 13.5449 10.6809
C 20.3490 12.6843 11.5836
N 20.3181 13.3396 12.9423
C 18.9402 13.3167 13.4565
C 20.8587 14.6581 12.8954
H 17.4682 14.3826 10.1488
H 17.2625 12.6745 11.1517
H 18.3238 16.0391 13.6464
H 17.7493 16.2072 11.9365
H 21.2175 14.6340 10.3053
H 19.5232 15.3892 9.9546
H 21.4486 12.8524 11.1384
H 19.9495 11.5585 11.5639
H 18.8993 13.9533 14.5400
H 18.3804 12.1072 13.6316
H 21.8091 14.4129 12.3628
H 20.9163 15.1726 13.9416
O 14.1817 10.1118 10.4866
S 12.7993 10.6362 10.1637
C 11.7518 10.1911 11.5535
C 12.0792 8.7630 12.0791
C 11.0365 7.8300 12.0710
C 11.0886 6.7184 12.8174
C 12.2284 6.5053 13.5929
C 13.2291 7.4453 13.6526
C 13.1804 8.5643 12.8369
C 12.0555 9.5308 8.8774
C 12.8775 9.5967 7.6009
C 13.8796 8.6350 7.2709
C 14.7366 8.7542 6.1859
C 14.5801 9.9005 5.4002
C 13.6423 10.8642 5.6644
C 12.7645 10.6885 6.7764
H 10.4443 10.2917 11.2433
H 12.0743 10.8447 12.6694
H 10.1504 8.0513 11.0937
H 10.2936 5.5562 12.7861
H 12.3517 5.5119 14.1464
H 14.2145 7.3519 14.1930
H 14.0801 9.4899 12.6724
H 10.7662 10.0010 8.7827
H 12.1396 8.4790 9.4509
H 14.0433 7.8249 8.0781
H 15.6198 8.0606 5.8902
H 15.3101 10.2663 4.5617
H 13.4273 11.7692 5.0686
H 11.9827 11.5716 7.2187
*
```

No. 2
A 2-piece molecular cluster, C11H18O overall in a non-equilibrium geometry, computed with the ωB97M-V functional and the def2-TZVPD basis.

Properties
structure (SMILES) = Cc1ccc(O)cc1.CC(C)C
energy relative to the best compared isomer or geometry (same formula, charge and spin) = 89.8 kJ/mol
HOMO = -8.2673 eV
E_tot = -505.1464 Ha

```
! wB97M-V def2-TZVPD RIJCOSX def2/J DEFGRID3
* xyz 0 1
C 2.2512 3.1803 0.1741
C 2.1355 1.6738 -0.0594
C 1.8048 0.7564 0.9533
C 1.8975 -0.6112 0.7507
C 2.1302 -0.9718 -0.5646
O 2.2480 -2.3086 -0.9254
C 2.3484 -0.1241 -1.6447
C 2.4030 1.2371 -1.3586
H 3.0519 3.6566 -0.4385
H 2.3324 3.4272 1.2019
H 1.3528 3.6021 -0.2679
H 1.3507 1.1975 1.8038
H 1.5817 -1.3558 1.4841
H 2.1483 -2.9376 -0.1937
H 2.5411 -0.4892 -2.6379
H 2.6387 1.9499 -2.1092
C -3.6480 -0.0089 0.4882
C -2.2531 -0.5446 0.1112
C -1.4976 -1.0579 1.3699
C -2.2815 -1.6900 -0.9336
H -4.0628 -0.5529 1.3338
H -4.3419 -0.1499 -0.3852
H -3.5020 1.0664 0.7504
H -1.7478 0.2978 -0.3523
H -2.1722 -1.6304 1.9816
H -0.6129 -1.6078 1.0312
H -1.0330 -0.2114 1.8884
H -3.2469 -1.5915 -1.4665
H -1.4677 -1.5791 -1.6214
H -2.3488 -2.6222 -0.3637
*
```

No. 3
A 2-piece molecular cluster, C31H31F5N3O3 overall in a non-equilibrium geometry, computed with the ωB97M-V functional and the def2-TZVPD basis.

Properties
energy relative to the best compared isomer or geometry (same formula, charge and spin) = 315.8 kJ/mol
HOMO = -8.8385 eV
E_tot = -2088.7975 Ha

```
! wB97M-V def2-TZVPD RIJCOSX def2/J DEFGRID3
* xyz 1 1
C 1.9293 -1.7706 0.5360
O 1.4562 -2.5903 -0.5433
C 0.7128 -3.6016 -0.0572
O 0.4021 -3.7030 1.1187
C 0.3516 -4.6266 -1.0929
C 1.1066 -5.9167 -0.7113
C 0.0389 -6.9207 -0.2892
C -1.3226 -6.2729 -0.5750
N -1.0516 -4.8922 -0.9013
C -2.0330 -3.9468 -0.9717
C -1.8685 -2.5752 -0.8026
C -2.9419 -1.7218 -0.2361
C -4.3840 -2.2834 -0.3464
C -4.5404 -3.5363 -1.2212
C -3.4144 -4.5514 -1.0186
H 2.4240 -0.9143 0.0777
H 1.0687 -1.4592 1.1461
H 2.6253 -2.3564 1.1577
H 0.5869 -4.2230 -2.0945
H 1.7084 -6.2626 -1.5522
H 1.7956 -5.7094 0.1186
H 0.1308 -7.8537 -0.8481
H 0.1283 -7.1515 0.7772
H -1.8002 -6.7814 -1.4255
H -1.9874 -6.3847 0.2938
H -0.9294 -2.0736 -1.0634
H -2.7685 -1.5392 0.8396
H -2.8946 -0.7279 -0.7130
H -4.7426 -2.5240 0.6610
H -5.0359 -1.4857 -0.7201
H -5.4983 -4.0456 -1.0189
H -4.5791 -3.2602 -2.2847
H -3.4729 -5.3034 -1.8207
H -3.6235 -5.0631 -0.0628
C 3.7391 0.8815 3.3451
N 3.0776 2.1695 3.2230
C 3.2563 3.2485 4.0814
C 2.5656 4.2878 3.5560
N 1.9788 3.8421 2.3757
C 1.4064 4.6788 1.3588
C 0.2031 5.3244 1.5774
F -0.5280 4.9841 2.6681
C -0.2943 6.2451 0.6551
F -1.5109 6.8118 0.8226
C 0.4642 6.5494 -0.4779
F 0.0618 7.5285 -1.3145
C 1.6248 5.8275 -0.7633
F 2.2889 6.0279 -1.9223
C 2.0705 4.8796 0.1522
F 3.1625 4.1372 -0.1303
C 2.2328 2.5417 2.2344
C 1.7989 1.7770 1.0586
C 0.3683 1.6937 0.8177
C -0.1079 1.1320 -0.3604
C -0.5171 2.0118 -1.4416
C 0.0800 1.8737 -2.7242
C 0.1857 2.9880 -3.5540
C -0.4596 4.1875 -3.2225
C -1.2511 4.2456 -2.0687
C -1.2731 3.1833 -1.1755
O 2.6659 1.2793 0.3088
H 4.0492 0.5434 2.3498
H 4.6221 0.9993 3.9844
H 3.0812 0.1218 3.7901
H 3.8797 3.2008 4.9601
H 2.4766 5.3059 3.8831
H -0.2918 2.1143 1.5777
H 0.0186 0.0642 -0.5599
H 0.5468 0.9146 -2.9972
H 0.7805 2.9438 -4.4690
H -0.3521 5.0788 -3.8521
H -1.8348 5.1465 -1.8608
H -1.8420 3.2577 -0.2413
*
```

- Which formula does entry 1 have?
  C48H72N7O6RbS

- Which formula does entry 1 have?
  C48H72N7O6RbS

- Which of these has the lowest E_tot?
  C48H72N7O6RbS